1.
56
Properties=species:S:1:pos:R:3:nbo_charge:R:1 method="wB97M-V/def2-TZVPD" total_energy_ha=-2094.2784 total_charge=+1 e_lumo_ev=-5.23 e_above_lowest_kcal_mol=37.00
Cl -7.2416 4.2149 1.0930 0.05
C -5.7676 3.3562 1.1950 -0.02
C -5.7879 1.9578 1.3098 -0.23
C -4.5889 1.2559 1.3757 -0.16
C -3.3425 1.9218 1.2863 -0.11
C -2.1033 1.1565 1.3313 -0.11
C -0.8937 1.5872 0.8793 -0.22
C 0.3696 0.9094 1.2815 -0.30
C 1.5899 1.7896 1.4017 -0.08
C 2.6226 1.3383 2.2355 -0.13
C 3.7249 2.1436 2.5188 -0.24
C 3.8018 3.4192 1.9366 -0.04
Cl 5.1123 4.4479 2.3213 0.05
C 2.8057 3.8641 1.0532 -0.22
C 1.7104 3.0349 0.7734 -0.18
C -3.3456 3.3348 1.1806 -0.17
C -4.5464 4.0463 1.1448 -0.23
H -6.7387 1.4374 1.3527 0.24
H -4.5881 0.1707 1.4916 0.21
H -2.1726 0.1561 1.7823 0.21
H -0.8208 2.4680 0.2382 0.21
H 0.1775 0.5134 2.2999 0.24
H 2.5388 0.3527 2.6984 0.20
H 4.5137 1.7956 3.1809 0.24
H 2.8808 4.8472 0.5926 0.24
H 0.9357 3.3736 0.0836 0.22
H -2.3911 3.8665 1.1494 0.22
H -4.5503 5.1295 1.0712 0.24
C -2.0968 -3.8474 1.6249 -0.16
C -0.7674 -4.1874 1.9128 -0.19
C 0.2785 -3.3991 1.4362 -0.20
C -0.0181 -2.2778 0.6504 -0.05
C 1.0588 -1.3794 0.1973 0.14
N 1.0864 -1.0680 -1.1362 -0.50
C 2.1450 -1.0598 -1.8730 0.30
C 2.3412 -1.7035 -3.1802 -0.18
C 3.4335 -1.2955 -3.9784 -0.12
C 3.7181 -1.9350 -5.1816 -0.22
C 2.9192 -3.0125 -5.6010 -0.13
C 1.8326 -3.4344 -4.8131 -0.22
C 1.5331 -2.7799 -3.6125 -0.12
C -1.3324 -1.9757 0.2868 -0.19
C -2.3783 -2.7323 0.8222 -0.21
H -2.9165 -4.4385 2.0375 0.24
H -0.5384 -5.0638 2.5182 0.24
H 1.3289 -3.6264 1.6372 0.23
H 0.6348 -0.0558 0.6682 0.18
H 2.0288 -1.5733 0.6903 0.21
H 3.0398 -0.4969 -1.5251 0.18
H 4.0445 -0.4677 -3.6145 0.22
H 4.5663 -1.5986 -5.7838 0.24
H 3.1510 -3.5308 -6.5346 0.24
H 1.2208 -4.2824 -5.1342 0.24
H 0.6941 -3.0934 -2.9861 0.23
H -1.5067 -1.1344 -0.3901 0.24
H -3.4053 -2.4389 0.6037 0.23

=====

2.
79
Properties=species:S:1:pos:R:3:nbo_charge:R:1 method="wB97M-V/def2-TZVPD" total_energy_ha=-9501.5053 multiplicity=4 total_charge=-2 e_lumo_ev="3.72 / 3.72" e_above_lowest_kcal_mol=48.68
Cr -0.5245 -0.7155 -0.3481 1.48
O -3.8178 -0.6669 -2.2272 -1.04
As -3.2552 -2.1014 -1.3963 2.46
O -3.8064 -3.3189 -2.3391 -1.19
O -1.6339 -2.2701 -0.9894 -1.14
C -4.2572 -2.2040 0.2886 -0.43
C -4.7970 -3.4398 0.6265 -0.20
C -5.4274 -3.6150 1.8494 -0.23
C -5.5326 -2.5492 2.7363 -0.23
C -4.9834 -1.3171 2.4119 -0.23
C -4.3252 -1.1594 1.2029 -0.23
S -3.6295 0.4279 0.7496 2.43
O -4.6133 0.9898 -0.1657 -0.99
O -3.4469 1.1558 1.9800 -0.97
O -2.3863 0.1163 0.0249 -0.99
H -4.0786 0.0434 -1.6063 0.52
H -4.7079 -4.2391 -0.1004 0.25
H -5.8451 -4.5799 2.1085 0.21
H -6.0459 -2.6815 3.6809 0.20
H -5.0387 -0.4719 3.0854 0.24
O 4.8421 0.5246 -3.4772 -1.08
As 3.7312 0.4841 -2.0106 2.41
O 3.6461 2.0437 -1.5349 -1.20
O 2.3820 -0.2156 -2.5985 -1.19
C 4.9998 -0.3532 -0.8014 -0.45
C 6.3487 -0.2395 -1.1003 -0.18
C 7.3200 -0.5474 -0.1639 -0.26
C 6.9405 -0.9494 1.1028 -0.22
C 5.6013 -1.0755 1.4231 -0.30
C 4.6056 -0.7834 0.4857 0.40
S 2.4677 -2.4096 0.0510 1.77
O 3.2823 -2.6458 -1.1237 -0.92
O 3.3060 -1.0012 0.8598 -0.77
O 1.0645 -1.9390 -0.1726 -1.00
H 4.2446 0.9045 -4.1326 0.47
H 6.6270 0.1003 -2.0890 0.24
H 8.3698 -0.4643 -0.4194 0.19
H 7.6968 -1.1750 1.8464 0.19
H 5.2990 -1.4035 2.4103 0.20
O 0.1728 3.9593 -2.8185 -0.69
C 0.5443 4.2235 -1.5587 0.36
C 1.1675 5.4460 -1.3125 -0.27
C 1.5746 5.7905 -0.0392 -0.19
C 1.3527 4.9259 1.0246 -0.28
C 0.7549 3.7023 0.7895 -0.14
C 0.3559 3.3287 -0.4889 -0.14
C -0.0784 1.9363 -0.7197 0.61
O 0.1819 1.0352 0.1539 -0.72
N -0.6739 1.6549 -1.8586 -0.47
N -0.8232 0.3044 -2.0506 -0.38
C -1.2075 -0.0328 -3.2241 0.00
S -1.6689 1.2264 -4.3754 0.31
C -1.8893 0.0704 -5.7693 -0.54
C -2.3381 -1.2547 -5.1954 -0.53
S -1.1820 -1.6538 -3.8371 0.40
H -0.1689 3.0290 -2.8284 0.51
H 1.3541 6.0935 -2.1596 0.21
H 2.0770 6.7376 0.1222 0.19
H 1.6760 5.1955 2.0226 0.20
H 0.6108 2.9943 1.5949 0.22
H -0.9285 -0.0319 -6.2748 0.22
H -2.6222 0.5088 -6.4469 0.22
H -2.2781 -2.0667 -5.9191 0.22
H -3.3404 -1.2054 -4.7678 0.25
N -1.7027 -2.1237 3.4574 -0.53
C -1.5932 -2.1329 2.1015 0.27
N -0.6822 -1.3114 1.6661 -0.50
C -0.1284 -0.7168 2.7891 0.17
C 0.9297 0.1786 2.9106 -0.18
C 1.3095 0.5362 4.1904 -0.22
C 0.6616 0.0330 5.3229 -0.22
C -0.3979 -0.8499 5.2165 -0.25
C -0.7748 -1.2197 3.9324 0.10
H -2.4064 -2.6055 3.9860 0.42
H -2.1369 -2.8210 1.4792 0.24
H 1.4377 0.5484 2.0327 0.27
H 2.1400 1.2164 4.3248 0.21
H 1.0011 0.3308 6.3074 0.20
H -0.9025 -1.2381 6.0926 0.20

=====

3.
69
Properties=species:S:1:pos:R:3:nbo_charge:R:1 method="wB97M-V/def2-TZVPD" total_energy_ha=-2972.8376 total_charge=+1 e_lumo_ev=-3.09 e_above_lowest_kcal_mol=2.87
Bi 0.2230 -19.8739 -1.6622 2.05
N 0.9761 -28.2533 -3.5293 -0.79
C 1.1500 -26.8884 -3.4603 0.21
C 2.4446 -26.3342 -3.7362 -0.27
C 2.6562 -24.9839 -3.8638 -0.12
C 1.4947 -24.2038 -3.7327 -0.41
C 0.2277 -24.7215 -3.4125 -0.17
C 0.0634 -26.0550 -3.2785 -0.24
S 1.4430 -22.4505 -3.9049 2.37
O 2.5919 -22.0455 -4.6077 -0.92
O 0.1362 -22.1411 -4.3601 -0.99
N 1.4101 -21.6905 -2.4235 -1.06
C 2.5458 -21.7240 -1.6271 0.56
N 2.5261 -20.9734 -0.5138 -0.56
C 3.4669 -20.9732 0.3614 0.11
C 4.5293 -21.8940 0.2678 -0.33
C 4.5244 -22.6333 -0.9319 0.11
N 3.5977 -22.4897 -1.8975 -0.48
H 1.7122 -28.8530 -3.8802 0.40
H 0.0080 -28.5906 -3.6536 0.39
H 3.2702 -26.9729 -3.7809 0.21
H 3.6130 -24.5474 -4.2035 0.26
H -0.6000 -24.0886 -3.2505 0.22
H -0.8744 -26.4999 -3.0387 0.20
H 3.4254 -20.4306 1.2726 0.20
H 5.2429 -22.0646 1.0833 0.24
H 5.3796 -23.3369 -1.1594 0.21
Cl 2.1307 -19.0805 -9.0250 0.00
C 1.7366 -18.8886 -7.2886 -0.07
C 2.6611 -18.1979 -6.4349 -0.11
C 2.5730 -18.1261 -5.0996 -0.28
C 1.4292 -18.6147 -4.4373 0.47
O 1.2982 -18.4429 -3.1867 -0.79
C 0.4882 -19.2731 -5.2543 -0.33
C -0.6680 -19.7816 -4.7197 0.49
O -1.0770 -19.8427 -3.5217 -0.74
C 0.6661 -19.4369 -6.6569 -0.12
H 3.4977 -17.8194 -6.8989 0.22
H 3.3458 -17.6406 -4.5267 0.23
H -1.3942 -20.2271 -5.3961 0.17
H -0.1442 -19.9703 -7.2009 0.23
O -5.0586 -14.8238 -0.5635 -0.71
C -5.3649 -16.1785 -0.3444 -0.09
C -4.1661 -17.0228 -0.5838 0.03
C -3.0159 -16.4019 -0.8631 -0.23
C -1.8433 -17.1415 -1.1195 0.09
N -1.8658 -18.4515 -1.0232 -0.52
C -3.0262 -19.0869 -0.8004 0.15
C -4.2175 -18.4288 -0.5753 -0.21
C -2.9852 -20.5958 -0.7220 0.28
C -4.0997 -21.2839 -0.2223 -0.25
C -4.2039 -22.6285 -0.3655 0.03
C -5.2946 -23.4376 0.3153 -0.09
O -6.3957 -22.6059 0.6026 -0.72
C -3.2235 -23.2368 -1.0680 -0.23
C -2.0964 -22.5162 -1.4560 0.08
N -1.9282 -21.2498 -1.2789 -0.52
H -5.9144 -14.3268 -0.6071 0.49
H -6.2183 -16.4695 -1.0145 0.19
H -5.7079 -16.3923 0.6707 0.19
H -2.9537 -15.3437 -0.8584 0.26
H -0.8872 -16.7266 -1.4523 0.22
H -5.0875 -18.9522 -0.2875 0.23
H -4.7912 -20.7692 0.4085 0.23
H -4.9477 -23.8066 1.2905 0.20
H -5.6558 -24.2612 -0.2672 0.20
H -6.4591 -22.3767 1.5253 0.48
H -3.1662 -24.2113 -1.3445 0.22
H -1.1885 -23.0086 -1.8514 0.21